Computed, not measured: a 2-piece molecular cluster, C4H12O3 overall, with wB97M-V/def2-TZVPD.

Each line ends with the Mulliken spin population.
Cartesian coordinates (Å):
C  0.363171  -0.452724  2.306931  0.144
O  0.731160  -1.590642  2.932894  0.515
C  0.617185  -0.538075  0.778515  0.107
C  -0.640400  -0.642436  -0.091689  0.018
C  -1.004860  0.707366  -0.650303  0.001
O  -1.394673  1.453102  0.540148  0.003
H  0.736491  0.429846  2.818922  0.021
H  -0.758901  -0.330572  2.408208  0.162
H  1.141832  -1.399677  3.813177  -0.013
H  1.082661  0.441365  0.595025  0.041
H  1.295025  -1.363994  0.590176  -0.001
H  -0.556710  -1.400298  -0.863267  0.000
H  -1.490016  -0.997861  0.497388  0.001
H  -0.111651  1.188512  -1.047554  0.000
H  -1.872028  0.652227  -1.314450  -0.001
H  -1.535484  2.380451  0.302982  0.002
H  0.928227  1.257709  -4.461203  0.000
H  1.554057  -0.154984  -4.329048  0.000
O  0.914905  0.360680  -4.826854  0.000

Cartesian forces (eV/Å) of the 3 atoms listed first:
0.6 0.3 0.3
0.1 0.1 0.6
-0.9 -0.2 -0.4

Gap between HOMO and LUMO (spin up / spin down), eV: 10.112 / 4.142
Spin multiplicity: 2
LUMO level (spin up / spin down), eV: -3.76 / -9.73
Relative energy (zero: lowest compared OMol25 entry of this formula, charge and spin), kcal/mol: 45.4
Net charge: +1
⟨S²⟩: 0.75